1.
18
Properties=species:S:1:pos:R:3:forces:R:3 method="wB97M-V/def2-TZVPD" energy_ev=-25087.6840 orbital_gap_ev="7.058 / 5.549" charge=+1 multiplicity=3 lumo_ha="-0.1223 / -0.2877"
C 1.4583 0.7127 1.3587 -0.189 1.287 -2.408
C 1.6374 1.5995 -0.8363 -0.803 1.152 -0.929
C -0.2238 0.1586 -0.2733 -2.494 -2.817 -0.185
C 2.0662 1.6091 0.4636 0.844 -0.249 0.159
C 0.3202 0.0348 1.0071 1.016 1.681 -0.305
C 0.4965 0.8788 -1.1900 1.366 0.328 -0.060
C -1.5165 -0.6324 -0.6160 3.312 -2.537 -2.562
N -1.5157 -2.0391 -0.0177 0.352 3.205 1.733
F 3.1540 2.4048 0.7916 -2.028 -1.610 -0.199
F -0.2561 -0.6881 1.9719 -0.560 -0.617 0.056
F 0.1884 0.7759 -2.4795 -0.405 0.310 -0.033
I -3.2097 0.3865 0.3688 -3.118 2.187 1.807
H 1.8629 0.5773 2.2647 1.249 -0.388 3.402
H 2.0329 2.3011 -1.5632 0.311 -0.332 -0.043
H -1.8272 -0.9653 -1.6693 1.005 1.668 1.022
H -2.3840 -2.4296 -0.0749 -3.424 -1.348 -0.958
H -0.8957 -2.5889 -0.4790 2.608 -2.319 -1.611
H -1.3880 -2.0958 0.9727 0.959 0.398 1.113

2.
21
Properties=species:S:1:pos:R:3:forces:R:3 method="wB97M-V/def2-TZVPD" energy_ev=-27750.4462 orbital_gap_ev="7.574 / 7.591" multiplicity=1 lumo_ha="-0.0323 / -0.0320"
C 1.2460 1.0100 1.2767 -1.347 -1.067 -1.191
C -0.7995 -1.2479 -2.2051 -1.320 -1.520 1.293
C 1.0731 0.0191 0.4164 0.669 2.420 1.574
C -0.2804 -0.4354 -1.3407 -2.483 0.304 0.970
C -2.3545 0.4118 0.2476 2.953 -1.487 1.097
C -2.7359 1.5577 -0.5443 -0.891 1.991 -1.429
C -3.2664 -0.7500 0.3422 1.655 -0.789 -0.072
O -1.8526 0.6847 1.5606 -1.698 0.812 -0.574
O 0.6447 0.2639 -0.8708 0.035 0.861 -1.228
F -1.9038 2.6283 -0.5088 0.331 -0.545 0.863
F -3.9752 2.1095 -0.2616 0.177 -0.350 0.408
F -2.8078 1.2623 -1.8466 -0.274 -0.501 -0.703
F -2.5970 -1.9060 0.7204 -0.155 0.733 -0.206
F -4.2430 -0.6536 1.2464 -0.657 0.329 0.119
F -3.7580 -0.9951 -0.8556 -1.184 -0.505 -0.884
H 1.4721 0.8460 2.2804 0.823 -0.783 1.306
H 0.7551 1.9283 1.1557 -0.066 1.471 -0.879
H -0.1400 -1.9536 -2.6775 0.477 0.112 -0.667
H -1.8476 -1.6610 -2.0482 1.310 1.209 -0.473
H 1.2379 -0.9677 0.6182 0.574 -2.510 0.358
H -2.6749 1.0155 1.9986 1.072 -0.185 0.317

3.
21
Properties=species:S:1:pos:R:3:forces:R:3 method="wB97M-V/def2-TZVPD" energy_ev=-26564.6314 e_above_lowest_kcal_mol=79.0 orbital_gap_ev="4.704 / 6.288" charge=+1 multiplicity=1 lumo_ha="-0.2185 / -0.1971"
O -0.0429 4.6685 -1.3719 -0.667 -1.470 -1.957
C -0.3403 4.0040 -2.2568 0.666 1.452 1.962
Mg 0.8561 -0.6495 -0.8152 -4.088 -0.535 -1.247
C 0.3338 -2.6451 -1.7331 -1.220 -3.754 -0.629
O -0.1435 -3.6386 -2.0696 1.492 3.412 0.882
C -1.7919 -0.4989 -3.2500 2.835 0.297 -3.934
O -1.5883 -0.3740 -4.4179 -1.369 -0.413 2.926
C 3.0822 -0.6798 -1.4045 -0.787 -0.570 -1.691
O 4.1518 -0.7180 -1.8536 -0.996 0.495 1.773
C -1.2613 -0.4801 -1.9513 -0.478 0.533 0.437
O -2.0042 -0.3295 -0.9602 0.130 0.073 1.396
H 2.4428 -0.3860 -0.4167 3.977 0.569 0.705
C 0.2302 -0.0096 3.3717 0.089 0.185 0.107
C -0.2650 0.0414 1.9649 -0.805 0.264 -0.236
N -1.4241 0.6459 1.7134 0.716 -0.356 0.217
O 0.4140 -0.5129 1.0459 0.247 0.186 -0.256
H -0.4093 0.5839 4.0379 0.312 -0.274 -0.110
H 1.2618 0.3548 3.3996 -0.187 0.030 0.044
H 0.2635 -1.0551 3.7021 -0.145 0.205 -0.086
H -1.8747 0.5400 0.7966 0.252 -0.023 0.026
H -1.8906 1.1385 2.4687 0.026 -0.305 -0.328

4.
17
Properties=species:S:1:pos:R:3:forces:R:3 method="wB97M-V/def2-TZVPD" energy_ev=-32003.1945 e_above_lowest_kcal_mol=37.3 orbital_gap_ev="6.331 / 6.683" multiplicity=1 lumo_ha="-0.0545 / -0.0279"
C 2.7652 -0.4548 -0.3221 -1.321 -2.210 0.880
C 2.2017 0.7338 -0.6099 2.123 2.379 -2.820
C 1.9758 -1.4132 0.3507 0.195 2.860 -0.521
C 0.9015 0.9988 -0.4275 -3.284 0.955 1.206
C 0.7136 -1.1166 0.7503 -0.675 0.846 -0.314
C 0.0820 0.0681 0.2611 1.340 -0.403 -0.262
C -3.6526 0.9374 0.1312 1.996 -0.966 -0.358
N -3.8650 -0.2764 -0.1322 -1.962 1.922 0.644
N -1.2525 0.1834 0.3701 -0.081 -0.562 0.875
S -2.0182 1.5590 0.1688 0.309 0.731 -0.097
S -3.0800 -1.5860 -0.3392 0.814 -1.613 -0.441
H 3.6996 -0.7125 -0.7040 1.554 -0.265 -0.266
H 2.7906 1.4388 -1.2639 -0.543 -0.575 1.030
H 2.3206 -2.3021 0.6916 1.553 -2.592 0.695
H 0.3771 1.9467 -0.7172 0.962 -0.917 -0.078
H 0.2875 -1.7790 1.4800 -0.857 -0.138 -0.169
H -4.2468 1.7743 0.3122 -2.123 0.547 -0.005

5.
16
Properties=species:S:1:pos:R:3:forces:R:3 method="wB97M-V/def2-TZVPD" energy_ev=-11815.3919 e_above_lowest_kcal_mol=46.4 orbital_gap_ev=7.305 charge=+1 multiplicity=1 lumo_ha=-0.2439
C 1.1879 -1.8566 -2.0347 -0.266 0.153 0.123
C 1.7001 -0.9113 -1.1526 0.612 0.711 0.643
C -1.0732 -1.5329 -1.4717 0.187 -0.510 -0.554
C -0.6915 -0.6459 -0.6049 1.652 0.887 0.842
C 0.7567 -0.3053 -0.4011 0.065 -0.762 -0.714
C -0.5447 0.8612 0.9527 -0.185 -0.375 -0.403
C -0.9240 1.8272 1.9889 -0.098 0.205 0.195
N -1.3932 0.1455 0.2812 -1.430 0.039 0.160
N 0.6444 -2.6221 -2.7184 -1.002 0.017 0.088
N 0.7609 0.6272 0.5899 0.421 -0.058 -0.170
H 2.7588 -0.7115 -1.1079 0.083 -0.014 0.050
H -1.7024 -2.1405 -2.0770 -0.091 -0.306 -0.273
H -0.7398 1.4102 2.9803 0.036 -0.062 0.018
H -1.9853 2.0488 1.8994 0.081 0.005 0.003
H -0.3343 2.7375 1.8957 -0.019 0.074 0.004
H 1.5797 1.0685 0.9801 -0.047 -0.003 -0.013

6.
17
Properties=species:S:1:pos:R:3:forces:R:3 method="wB97M-V/def2-TZVPD" energy_ev=-13869.1117 orbital_gap_ev="4.633 / 6.167" charge=-1 multiplicity=3 lumo_ha="0.1432 / 0.0951"
C 2.0022 1.2357 -0.0166 -1.059 -0.246 0.130
C 0.6353 1.4023 0.0669 1.684 1.579 -0.061
C 1.6835 -1.0559 0.0301 -4.208 -3.345 0.153
C -0.6794 -1.8399 0.0229 -1.230 -0.918 -0.018
C 0.2738 -0.8541 0.0604 3.562 2.249 0.108
C -2.3636 -0.2797 -0.0236 -1.282 0.009 -0.088
C -3.2298 0.7066 -0.0603 -0.487 0.648 -0.012
N -1.9881 -1.4533 -0.0399 0.233 -0.803 0.012
N 2.5222 -0.0350 -0.0238 0.787 3.790 -0.067
N -0.2376 0.4254 0.1079 -0.835 -2.308 -0.020
O 3.7873 -0.1993 -0.0743 2.299 -0.672 -0.092
H 2.7133 2.0410 -0.0623 0.109 0.015 0.007
H 0.2229 2.4064 0.1099 0.119 0.127 -0.054
H 2.1087 -2.0475 0.0370 0.128 0.035 -0.061
H -0.4727 -2.8973 -0.0169 0.058 -0.030 0.026
H -3.3737 1.2839 -0.9627 0.086 -0.052 -0.148
H -3.6045 1.1606 0.8453 0.038 -0.080 0.186